# 1
166
Properties=species:S:1:pos:R:3 method="wB97M-V/def2-TZVPD" molar_mass_g_mol=989.09 total_energy_ev=-91974.6760 s2=0.75 multiplicity=2
O 1.31 -7.54 2.34
O 5.47 -0.98 -0.94
O -0.22 1.34 -2.41
O 2.35 3.41 1.40
O 0.61 -0.14 -0.84
O 3.06 -0.20 2.99
O -0.66 0.66 0.97
O 1.48 -2.27 -5.35
O 2.61 0.94 -6.97
O 0.44 -1.64 1.19
O -1.87 2.25 -0.25
O 1.66 0.35 1.34
O 1.56 -2.73 2.92
O -0.89 -0.16 5.26
O -5.56 0.32 -1.54
O -2.04 -4.92 2.13
O -0.65 5.48 -2.26
N -0.99 -3.39 -5.18
N -2.76 6.09 -0.10
N 3.31 -5.43 2.51
N 1.12 2.96 -4.32
N -2.61 1.43 3.42
N 4.81 1.65 1.78
N 2.55 3.11 4.21
N -4.45 3.30 0.48
N -3.92 -4.73 0.01
C 1.54 -6.86 3.53
C 2.12 -0.41 2.23
C 2.97 -6.28 3.71
C -5.06 1.59 -1.26
C 1.37 3.95 2.22
C 0.17 3.53 4.52
C -2.54 -3.68 1.70
C 1.27 3.12 3.54
C 5.04 1.07 0.46
C -2.92 -3.75 0.26
C -2.88 0.12 4.03
C -1.16 6.76 -1.83
C 1.65 1.35 -6.02
C 0.29 -0.86 5.47
C 1.34 -1.78 2.14
C -6.61 2.17 0.65
C 2.26 2.49 -5.09
C -0.53 6.10 0.61
C 0.81 -2.11 -4.14
C 4.19 -1.32 -1.42
C -1.57 -2.07 -3.19
C 3.39 2.10 -4.12
C 3.24 -5.47 5.05
C 0.12 -8.24 2.18
C 5.57 -0.38 0.42
C 5.95 2.08 -0.27
C 2.05 -0.02 -7.88
C -0.09 0.93 -1.27
C 2.81 -2.16 -5.26
C -3.91 -0.61 3.06
C -5.06 -0.34 -2.68
C -1.52 6.76 -0.32
C -0.68 -2.14 -4.46
C -0.99 1.39 -0.11
C -1.58 -0.64 4.13
C -5.09 2.01 0.31
C -3.47 -2.41 -0.27
C -1.65 4.62 -2.73
C -1.69 -4.85 3.48
C 2.50 3.96 0.05
B 0.50 -0.23 0.66
H -3.45 0.27 4.95
H 1.14 -2.90 -3.45
H 2.51 -4.82 2.40
H 4.10 -4.81 4.92
H 0.34 4.55 4.89
H -0.86 -1.27 -5.10
H 0.82 2.21 -3.70
H -4.65 1.23 0.93
H 1.36 0.54 -5.35
H -2.05 -3.92 -0.37
H -3.99 1.53 -1.45
H -0.19 -3.44 -5.79
H -0.78 -7.63 2.05
H 2.86 -0.43 -8.48
H -6.95 3.02 0.06
H -6.66 2.51 1.68
H -2.72 5.65 0.81
H -3.51 -0.63 2.05
H 0.18 2.90 5.41
H -1.88 -1.68 4.24
H 0.61 -0.73 6.50
H -3.49 3.14 0.22
H -0.41 7.52 -2.05
H -2.41 1.41 2.43
H -5.55 2.33 -1.89
H -0.11 -8.99 2.94
H -1.99 7.11 -2.45
H -4.27 -1.55 3.46
H 0.84 -6.04 3.36
H -2.02 4.98 -3.69
H -1.73 -3.20 -5.83
H 3.68 -7.11 3.71
H 5.07 -1.00 1.17
H 4.16 -1.79 -2.40
H 0.39 3.91 1.75
H 1.53 3.86 -0.43
H -0.91 -4.09 3.59
H 6.96 2.10 0.14
H -3.68 -5.65 0.36
H -1.73 -2.98 1.91
H 3.25 2.97 3.49
H -1.47 -1.10 -2.70
H -4.91 -0.19 2.95
H 0.47 6.45 0.32
H 1.06 2.11 3.21
H -2.52 -4.60 4.14
H -4.37 3.64 1.42
H 3.26 3.43 -0.52
H 6.59 -0.33 0.80
H 0.05 -8.75 1.22
H -1.29 -5.83 3.72
H 4.04 0.99 0.03
H 3.67 -2.02 -0.77
H 3.32 -2.30 -6.21
H 2.55 3.27 -5.80
H -4.12 -4.91 -0.96
H -3.77 -2.39 -1.31
H 3.18 -2.90 -4.55
H -5.48 -1.35 -2.61
H -3.97 -0.32 -2.65
H -2.62 -2.22 -3.41
H 3.28 -5.94 1.64
H 1.51 -0.90 -7.53
H -0.94 -0.61 3.25
H 2.38 -4.85 5.30
H 3.29 -1.21 -4.98
H 3.06 1.30 -3.46
H -4.34 -2.17 0.34
H -1.73 1.57 3.90
H -1.21 -2.86 -2.53
H -0.53 5.01 0.57
H -1.68 7.81 -0.10
H 2.83 4.07 4.34
H 0.34 3.07 -4.95
H -3.40 -3.35 2.28
H -7.12 1.22 0.46
H 1.07 -0.53 4.78
H 1.17 -7.33 4.44
H 3.55 2.96 -3.47
H 1.49 5.02 2.37
H 0.26 -1.95 5.47
H 4.33 1.90 -4.63
H -2.44 4.30 -2.05
H -0.82 6.36 1.63
H -2.69 -1.65 -0.18
H -0.80 3.42 4.04
H 4.23 0.98 2.26
H 2.78 5.01 0.15
H -5.37 0.23 -3.56
H -2.61 5.30 -0.70
H 3.49 -0.48 -1.47
H 4.13 2.40 1.79
H 0.76 1.69 -6.54
H 3.56 -6.03 5.92
H 1.36 0.43 -8.60
H 5.98 1.76 -1.31
H 5.57 3.10 -0.32
H -1.22 3.66 -3.03
H 1.11 -1.15 -3.71



# 2
18
Properties=species:S:1:pos:R:3 method="wB97M-V/def2-TZVPD" molar_mass_g_mol=245.45 total_charge=+3 relative_energy_ev=0.637
Cl -0.82 -0.17 0.01
Na -3.20 2.72 1.15
Na -3.08 -1.92 -1.76
Na 1.42 3.46 0.97
Na -0.44 -2.25 3.68
O 0.66 1.51 -3.07
O 0.05 0.92 0.28
O -0.24 -0.84 -1.11
O -0.85 -1.06 1.13
O -2.18 0.26 -0.10
O 1.77 -2.28 -2.24
O 0.73 0.02 3.59
H 1.36 -2.21 -3.10
H 0.70 0.58 -2.84
H 1.31 1.93 -2.50
H 0.70 0.83 3.08
H 1.18 -1.81 -1.66
H 0.94 0.31 4.48